{
  "formula": "C4H11NOS",
  "method": "ωB97M-V with the def2-TZVPD basis set",
  "charge": 0,
  "de_lowest_kcal_mol": 44.9,
  "total_energy_ha": -687.137863,
  "smiles": "C=CO.NCCS",
  "homo_lumo_gap_ev": 9.63,
  "elements": ["C", "C", "S", "N", "H", "H", "H", "H", "H", "H", "H", "C", "C", "O", "H", "H", "H", "H"],
  "positions_angstrom": [[1.837, 0.258, 1.327], [1.182, -0.471, 0.174], [1.784, 0.185, -1.422], [1.575, -0.457, 2.587], [2.912, 0.332, 1.184], [1.468, 1.281, 1.415], [1.448, -1.524, 0.231], [0.099, -0.360, 0.203], [1.973, -0.985, -2.042], [1.407, 0.164, 3.363], [0.814, -1.117, 2.523], [-1.928, 0.127, -2.267], [-2.647, 0.419, -1.202], [-2.101, 0.655, 0.030], [-2.461, 0.000, -3.198], [-0.845, 0.099, -2.297], [-3.711, 0.604, -1.286], [-2.806, 0.788, 0.676]],
  "atomic_forces_ev_per_a": [[-0.2165, 0.0167, 0.7786], [0.1827, 0.1038, -0.2670], [0.0519, 0.0387, 0.0084], [0.2657, -0.1537, -0.0587], [0.1348, -0.1198, -0.1825], [-0.1152, 0.1346, -0.3097], [-0.0193, -0.0651, -0.0323], [-0.0011, -0.0713, 0.0934], [-0.0114, -0.0164, 0.0389], [-0.0591, 0.0207, -0.0088], [-0.1251, 0.0984, -0.0657], [0.0452, 0.0759, -0.3796], [-0.0220, 0.4264, -0.0116], [-0.0913, -0.0382, 0.2241], [0.0239, -0.0115, -0.0409], [-0.0917, -0.1607, 0.2363], [-0.1085, -0.2707, 0.1349], [0.1572, -0.0078, -0.1579]]
}

{
  "formula": "C45H65N6PSi4Sn",
  "method": "ωB97M-V with the def2-TZVPD basis set",
  "charge": 2,
  "total_energy_ha": -3795.591412,
  "homo_lumo_gap_ev": [7.30, 6.39],
  "elements": ["Sn", "N", "P", "C", "C", "C", "C", "C", "C", "C", "C", "C", "C", "C", "C", "C", "C", "C", "C", "C", "N", "H", "H", "H", "H", "H", "H", "H", "H", "H", "H", "H", "H", "H", "H", "H", "C", "Si", "C", "C", "C", "Si", "C", "C", "C", "Si", "C", "C", "C", "C", "C", "C", "C", "N", "H", "H", "H", "H", "H", "H", "H", "H", "H", "H", "H", "H", "H", "H", "H", "H", "H", "H", "H", "H", "H", "H", "H", "H", "H", "H", "H", "H", "C", "C", "C", "C", "N", "N", "C", "H", "H", "H", "H", "H", "H", "H", "H", "C", "Si", "C", "C", "N", "C", "C", "C", "C", "C", "C", "H", "H", "H", "H", "H", "H", "H", "H", "H", "H", "H", "H", "H", "H"],
  "positions_angstrom": [[0.200, 0.134, 0.428], [3.256, -1.459, 0.852], [2.975, 0.089, 0.156], [3.410, -0.091, -1.587], [4.737, -0.164, -2.014], [5.019, -0.401, -3.350], [3.985, -0.572, -4.263], [2.663, -0.514, -3.842], [2.380, -0.275, -2.507], [4.273, 1.065, 0.934], [4.702, 0.776, 2.231], [5.722, 1.518, 2.805], [6.310, 2.558, 2.097], [5.868, 2.865, 0.818], [4.852, 2.124, 0.234], [2.405, -2.487, 0.456], [2.871, -3.797, 0.356], [2.016, -4.779, -0.094], [0.715, -4.439, -0.456], [0.321, -3.134, -0.308], [1.131, -2.166, 0.170], [4.224, -1.747, 0.933], [5.548, -0.026, -1.310], [6.047, -0.451, -3.682], [4.211, -0.754, -5.305], [1.857, -0.650, -4.551], [1.345, -0.227, -2.190], [4.260, -0.036, 2.792], [6.062, 1.281, 3.804], [7.111, 3.131, 2.545], [6.320, 3.679, 0.267], [4.522, 2.365, -0.769], [3.898, -4.021, 0.610], [2.365, -5.799, -0.185], [0.024, -5.171, -0.847], [-0.679, -2.821, -0.572], [-4.758, 0.935, 1.481], [-3.825, 2.120, 0.341], [-5.077, 3.365, -0.274], [-2.515, 3.025, 1.370], [-3.001, 1.290, -1.121], [-2.280, 2.429, -2.428], [-0.835, 1.635, -3.348], [-1.658, 4.034, -1.688], [-3.627, 2.764, -3.684], [-3.477, -0.434, -1.600], [-2.434, -1.216, -2.947], [-5.272, -0.409, -2.133], [-3.341, -1.661, -0.147], [-4.310, -2.656, -0.005], [-4.222, -3.584, 1.018], [-3.149, -3.501, 1.892], [-2.220, -2.498, 1.688], [-2.296, -1.596, 0.703], [-4.472, 1.087, 2.525], [-4.639, -0.125, 1.259], [-5.826, 1.156, 1.425], [-5.534, 3.865, 0.584], [-5.877, 2.870, -0.829], [-4.646, 4.134, -0.916], [-2.684, 2.913, 2.445], [-2.573, 4.094, 1.155], [-1.485, 2.728, 1.146], [-0.316, 0.884, -2.750], [-0.114, 2.406, -3.628], [-1.168, 1.148, -4.265], [-0.807, 3.865, -1.025], [-2.420, 4.571, -1.123], [-1.325, 4.693, -2.494], [-3.906, 1.850, -4.214], [-3.269, 3.478, -4.430], [-4.529, 3.178, -3.232], [-2.511, -0.682, -3.895], [-2.795, -2.235, -3.115], [-1.374, -1.279, -2.685], [-5.461, 0.454, -2.774], [-5.946, -0.334, -1.276], [-5.538, -1.303, -2.701], [-5.143, -2.692, -0.696], [-4.973, -4.354, 1.134], [-3.029, -4.196, 2.711], [-1.359, -2.423, 2.346], [-3.050, 0.258, 4.811], [-1.730, -0.071, 4.207], [-0.592, -0.632, 4.755], [0.336, -0.731, 3.720], [-0.198, -0.258, 2.586], [-1.458, 0.139, 2.913], [1.714, -1.283, 3.785], [-2.976, 0.241, 5.895], [-3.804, -0.471, 4.507], [-3.386, 1.248, 4.504], [-0.448, -0.924, 5.782], [-2.098, 0.465, 2.201], [2.184, -1.011, 4.729], [1.692, -2.373, 3.728], [2.322, -0.916, 2.964], [3.025, 4.260, 3.062], [1.285, 3.908, 2.458], [0.437, 2.858, 3.744], [0.314, 5.477, 2.181], [1.314, 3.003, 0.910], [1.954, 3.476, -0.160], [1.861, 2.761, -1.396], [2.551, 3.146, -2.519], [3.358, 4.285, -2.481], [3.449, 5.036, -1.307], [2.769, 4.656, -0.175], [3.051, 4.186, 4.152], [3.377, 5.259, 2.802], [3.739, 3.536, 2.664], [-0.039, 3.513, 4.478], [-0.342, 2.231, 3.320], [1.148, 2.226, 4.282], [0.179, 6.002, 3.130], [-0.677, 5.269, 1.771], [0.821, 6.159, 1.497], [1.189, 1.915, -1.435], [2.462, 2.572, -3.433], [3.900, 4.595, -3.364], [4.059, 5.929, -1.289], [2.864, 5.249, 0.722]],
  "atomic_forces_ev_per_a": [[0.0809, -0.0569, -0.4244], [0.0140, -0.0029, -0.2314], [-0.0230, -0.0726, 0.2844], [0.0243, -0.0859, -0.0162], [-0.0192, 0.0008, 0.0121], [0.0001, 0.0204, -0.0059], [0.0069, 0.0040, -0.0104], [-0.0087, 0.0024, 0.0017], [0.0741, -0.0889, -0.0211], [0.0160, 0.0004, -0.0057], [0.0415, -0.0157, -0.0224], [0.0029, 0.0133, 0.0078], [-0.0007, 0.0010, 0.0072], [-0.0098, -0.0087, 0.0027], [-0.0014, 0.0030, 0.0102], [-0.1464, 0.0189, 0.0512], [0.0088, -0.0333, 0.0053], [0.0190, 0.0127, 0.0118], [-0.0082, -0.0191, -0.0068], [0.0287, 0.0741, 0.0549], [0.0550, 0.1328, 0.0016], [-0.0042, 0.0016, -0.0118], [0.0011, -0.0095, -0.0041], [0.0011, -0.0020, 0.0004], [0.0012, -0.0009, -0.0010], [-0.0015, 0.0016, 0.0008], [0.0037, -0.0395, -0.0135], [0.0053, -0.0031, 0.0023], [0.0015, 0.0014, -0.0005], [0.0006, 0.0004, 0.0014], [0.0009, 0.0011, -0.0009], [0.0428, -0.0343, 0.0322], [0.0039, -0.0052, -0.0023], [0.0005, 0.0002, -0.0012], [0.0067, -0.0059, 0.0028], [-0.0263, 0.0251, 0.0061], [0.0052, -0.0191, 0.0397], [0.0490, 0.0429, -0.0048], [-0.0320, -0.0117, 0.0097], [0.0249, 0.0219, -0.0234], [-0.0110, -0.0381, 0.0255], [0.0036, -0.0081, -0.0123], [-0.0190, 0.0054, -0.0105], [0.0081, -0.0054, -0.0123], [-0.0006, 0.0034, -0.0017], [-0.0006, 0.0159, -0.0412], [0.0183, 0.0111, -0.0029], [-0.0053, 0.0157, -0.0082], [0.0264, -0.0237, -0.0278], [-0.0115, 0.0102, -0.0074], [-0.0095, -0.0047, -0.0012], [0.0117, -0.0057, 0.0099], [0.0172, -0.0221, -0.0073], [0.0538, -0.0239, 0.0559], [-0.0396, 0.0158, -0.0445], [0.0048, 0.0130, 0.0049], [0.0021, -0.0189, -0.0133], [-0.0084, 0.0035, -0.0064], [0.0033, 0.0043, -0.0027], [0.0053, -0.0017, 0.0015], [-0.0070, -0.0119, -0.0006], [-0.0030, -0.0211, 0.0093], [-0.0299, -0.0190, 0.0171], [-0.0153, 0.0268, -0.0116], [0.0062, 0.0001, -0.0045], [0.0007, -0.0034, 0.0114], [0.0229, 0.0014, 0.0298], [-0.0103, 0.0157, -0.0226], [0.0158, -0.0168, -0.0007], [-0.0040, 0.0041, 0.0035], [0.0005, -0.0039, 0.0006], [-0.0103, 0.0120, 0.0082], [-0.0045, -0.0053, 0.0123], [0.0050, -0.0035, -0.0022], [-0.0101, 0.0127, 0.0045], [0.0058, -0.0150, -0.0146], [0.0002, 0.0171, 0.0045], [-0.0088, -0.0093, 0.0211], [0.0038, -0.0021, 0.0024], [-0.0005, 0.0019, 0.0002], [0.0024, 0.0001, -0.0023], [-0.0160, -0.0015, -0.0004], [0.0129, 0.0042, 0.0157], [-0.0147, -0.0143, -0.0670], [0.0402, -0.0007, 0.0033], [0.0916, -0.0213, 0.0729], [-0.1548, 0.0691, 0.1399], [-0.0050, 0.1100, 0.1008], [-0.0178, -0.0060, 0.0237], [0.0074, -0.0101, 0.0039], [-0.0026, 0.0091, -0.0091], [0.0139, -0.0060, 0.0255], [0.0016, 0.0005, 0.0007], [-0.0156, -0.0419, -0.0158], [0.0029, 0.0051, -0.0069], [-0.0005, 0.0045, -0.0041], [0.0005, 0.0007, -0.0022], [-0.0085, 0.0046, 0.0249], [0.0225, 0.0801, -0.0006], [0.0086, -0.0338, 0.0075], [-0.0083, 0.0061, -0.0448], [-0.0342, -0.0474, 0.1250], [-0.0692, -0.1082, -0.0870], [-0.0636, 0.1106, 0.0792], [-0.0084, 0.0456, -0.0166], [-0.0164, -0.0038, -0.0096], [-0.0104, 0.0203, -0.0029], [-0.0197, 0.0219, -0.0237], [-0.0032, -0.0065, -0.0034], [0.0023, -0.0045, -0.0077], [0.0007, -0.0052, 0.0137], [0.0524, 0.0062, 0.0204], [-0.0620, 0.0075, -0.0141], [-0.0154, -0.0447, -0.0334], [0.0051, -0.0061, 0.0054], [0.0334, -0.0001, 0.0199], [-0.0198, 0.0025, -0.0104], [0.0108, 0.0620, -0.0240], [0.0072, 0.0013, -0.0016], [-0.0014, -0.0022, -0.0039], [0.0018, 0.0025, 0.0021], [0.0037, -0.0013, 0.0024]]
}

Sequential F_max output: 0.8; 0.4 eV/A